(1)
{
  "formula": "C3H6O3",
  "method": "ωB97M-V with the def2-TZVPD basis set",
  "symbols": ["C", "C", "C", "O", "O", "H", "H", "H", "H", "O", "H", "H"],
  "positions_angstrom": [[1.254, -1.282, -0.810], [0.067, -0.478, -0.526], [-1.217, -0.777, -0.466], [-2.252, -1.680, -0.500], [-2.387, -0.278, -0.119], [1.045, -2.294, -1.219], [1.879, -1.213, 0.079], [1.872, -0.821, -1.553], [0.256, 0.566, -0.371], [-2.198, 2.559, -0.172], [-1.931, 1.608, -0.032], [-2.499, 2.615, -1.044]],
  "atomic_forces_ev_per_a": [[0.33, -1.04, -0.41], [-1.70, 0.30, -0.30], [0.88, -0.98, 0.05], [1.22, -0.84, -0.39], [-1.07, 1.57, 0.40], [0.19, 0.45, 0.88], [0.09, -0.86, 0.16], [0.19, 0.51, -0.70], [-0.08, 0.52, 0.28], [1.34, -1.48, 2.42], [-0.66, 1.86, -0.31], [-0.72, 0.00, -2.07]],
  "mulliken_charge": [-1.11, -0.25, 0.72, -0.32, -0.33, 0.33, 0.29, 0.32, 0.34, -0.62, 0.32, 0.31],
  "total_charge": 0,
  "orbital_gap_ev": 10.42,
  "e_above_lowest_kj_mol": 541.1,
  "smiles": "CC=C1OO1.O"
}

(2)
{
  "formula": "C3H6O3P",
  "method": "ωB97M-V with the def2-TZVPD basis set",
  "symbols": ["C", "C", "C", "O", "O", "O", "P", "H", "H", "H", "H", "H", "H"],
  "positions_angstrom": [[-0.605, 1.400, -0.503], [-0.959, 2.513, 0.392], [1.289, -2.059, -0.666], [-1.249, -2.671, 0.602], [-0.196, 1.728, -1.602], [0.294, -1.186, 2.019], [-0.136, -1.711, 0.670], [-1.383, 3.298, -0.289], [-0.080, 2.860, 0.963], [-1.690, 2.223, 1.288], [2.068, -1.262, -0.570], [1.680, -3.023, -0.513], [0.967, -2.111, -1.792]],
  "atomic_forces_ev_per_a": [[1.03, -1.65, -1.09], [-2.15, 0.84, 2.83], [-1.32, 1.91, -1.19], [-0.24, -0.45, -0.82], [-0.18, -0.49, 0.23], [0.42, -0.50, -1.72], [1.06, 1.56, 0.52], [0.31, -0.24, 0.97], [-0.05, 0.00, -0.61], [1.20, 0.48, -2.18], [-0.73, -0.74, 0.06], [0.67, -1.28, 0.76], [-0.04, 0.54, 2.25]],
  "mulliken_charge": [0.05, -0.88, -0.89, -0.59, -0.42, -0.57, 0.68, 0.31, 0.21, 0.23, 0.25, 0.37, 0.25],
  "total_charge": -1,
  "orbital_gap_ev": [6.91, 5.64],
  "e_above_lowest_kj_mol": 339.3
}

| no. | E_tot (a.u.) |
| --- | --- |
| 1 | -343.448443 |
| 2 | -684.981404 |